Entry a
Molecular formula: C3H12N2O
Method: DFT, ωB97M-V with the def2-TZVPD basis set

Summary:
SMILES	C[C@H](N)CN.O

The geometry in XYZ format:
```
18
C3H12N2O, DFT ωB97M-V with the def2-TZVPD basis set
C 0.210 -1.050 -1.473
C -0.435 -0.013 -0.408
N 0.413 -0.126 0.828
C -1.962 -0.245 -0.134
N -2.380 0.757 0.852
H -0.107 -0.918 -2.523
H 1.315 -0.938 -1.504
H -0.088 -2.050 -1.171
H -0.333 1.004 -0.821
H 0.304 -1.061 1.291
H 1.335 0.160 0.856
H -2.030 -1.223 0.287
H -2.614 -0.147 -1.053
H -3.164 1.357 0.498
H -1.553 1.361 1.189
O 3.287 0.575 0.256
H 3.638 1.420 0.663
H 3.885 -0.136 0.560
```



Entry b
Molecular formula: C3H12N2O
Method: DFT, ωB97M-V with the def2-TZVPD basis set

Summary:
SMILES	CNCCN.O

The geometry in XYZ format:
```
18
C3H12N2O, DFT ωB97M-V with the def2-TZVPD basis set
C 0.092 -2.020 -0.269
N 0.557 -1.576 1.021
C 0.715 -0.093 1.247
C -0.582 0.666 0.816
N -0.321 2.127 0.783
H 0.785 -2.742 -0.678
H -0.955 -2.414 -0.267
H 0.068 -1.182 -0.990
H 0.085 -1.956 1.823
H 1.624 0.208 0.716
H 0.994 0.114 2.319
H -1.380 0.653 1.553
H -0.667 0.296 -0.203
H -0.461 2.544 -0.113
H 0.462 2.510 1.279
O -0.188 0.745 -2.616
H 0.122 1.479 -3.172
H -0.949 0.639 -3.248
```



Entry c
Molecular formula: C3H12N2O
Method: DFT, ωB97M-V with the def2-TZVPD basis set

Summary:
SMILES	NCCCN.O

The geometry in XYZ format:
```
18
C3H12N2O, DFT ωB97M-V with the def2-TZVPD basis set
N 1.603 0.560 1.273
C 0.492 0.181 0.489
C -0.314 -1.034 1.011
C -1.484 -1.602 0.149
N -2.180 -2.906 0.704
H 1.671 1.533 1.040
H 2.497 0.287 0.936
H 0.700 0.050 -0.715
H -0.262 1.003 0.603
H 0.326 -1.969 0.952
H -0.697 -0.677 1.940
H -1.016 -1.925 -0.866
H -2.174 -0.786 0.125
H -1.576 -3.334 1.426
H -2.840 -2.451 1.338
O 1.549 4.585 -3.352
H 1.314 3.979 -4.080
H 2.390 4.506 -2.973
```



Entry d
Molecular formula: C3H12N2O
Method: DFT, ωB97M-V with the def2-TZVPD basis set

Summary:
SMILES	CNCCN.O

The geometry in XYZ format:
```
18
C3H12N2O, DFT ωB97M-V with the def2-TZVPD basis set
C -0.285 -2.186 1.106
N 0.159 -0.916 0.552
C -0.767 0.169 0.817
C -0.091 1.522 0.748
N 0.335 1.880 -0.607
H -0.456 -2.148 2.193
H -1.217 -2.474 0.608
H 0.462 -2.950 0.892
H 1.096 -0.698 0.863
H -1.202 0.058 1.829
H -1.584 0.100 0.095
H 0.794 1.488 1.383
H -0.712 2.295 1.189
H 1.207 2.386 -0.606
H -0.365 2.406 -1.107
O 0.628 -0.458 -2.423
H 0.479 -1.118 -1.730
H 0.694 0.350 -1.887
```



Stability order, top to bottom: entry d, entry a, entry b, entry c



Entry a
Molecular formula: C3H12N2O
Method: DFT, ωB97M-V with the def2-TZVPD basis set

Summary:
SMILES	C[C@H](N)CN.O

The geometry in XYZ format:
```
18
C3H12N2O, DFT ωB97M-V with the def2-TZVPD basis set
C -0.928 -0.065 -2.488
C -0.074 -0.120 -1.226
N 0.004 -1.480 -0.823
C -0.810 0.829 -0.245
N 0.067 1.063 1.023
H -0.648 -0.975 -3.050
H -1.973 -0.151 -2.344
H -0.716 0.768 -3.131
H 0.933 0.298 -1.491
H 0.463 -1.535 0.059
H -0.913 -1.901 -0.920
H -1.693 0.406 0.128
H -1.025 1.740 -0.769
H -0.238 2.043 1.337
H 0.957 1.155 0.574
O 1.641 -0.237 3.235
H 1.337 -0.798 2.520
H 0.760 -0.106 3.565
```



Entry b
Molecular formula: C3H12N2O
Method: DFT, ωB97M-V with the def2-TZVPD basis set

Summary:
SMILES	NCCN.CO

The geometry in XYZ format:
```
18
C3H12N2O, DFT ωB97M-V with the def2-TZVPD basis set
N 1.720 -0.083 -0.450
C 0.497 -0.509 -1.220
C -0.562 0.534 -1.004
N -1.838 0.045 -1.571
H 1.893 0.931 -0.565
H 2.549 -0.640 -0.768
H 0.758 -0.631 -2.282
H 0.121 -1.493 -0.875
H -0.558 0.745 0.029
H -0.249 1.452 -1.515
H -2.189 -0.721 -0.950
H -2.549 0.786 -1.564
C -0.147 0.024 2.365
O 0.828 -0.747 1.793
H -0.230 -0.247 3.455
H -0.085 1.127 2.359
H -1.104 -0.226 1.947
H 1.144 -0.347 0.815
```



Entry c
Molecular formula: C3H12N2O
Method: DFT, ωB97M-V with the def2-TZVPD basis set

Summary:
SMILES	C=C.NCO.N

The geometry in XYZ format:
```
18
C3H12N2O, DFT ωB97M-V with the def2-TZVPD basis set
C 0.425 2.596 -0.983
C 1.377 2.652 -0.047
H 0.214 1.741 -1.610
H -0.293 3.407 -1.073
H 2.026 1.787 0.048
H 1.557 3.598 0.450
N -1.556 -1.964 1.194
C -1.556 -0.566 0.953
O -0.420 -0.126 0.164
H -1.429 -2.540 0.379
H -0.869 -2.177 1.900
H -2.443 -0.266 0.396
H -1.577 0.012 1.880
H 0.181 0.499 0.568
N 1.027 -2.330 -0.846
H 0.363 -1.552 -0.741
H 0.962 -2.664 -1.807
H 2.010 -2.107 -0.824
```



Stability order, top to bottom: entry a, entry b, entry c



Entry a
Molecular formula: C3H12N2O
Method: DFT, ωB97M-V with the def2-TZVPD basis set

Summary:
SMILES	C[C@H](N)CN.O

The geometry in XYZ format:
```
18
C3H12N2O, DFT ωB97M-V with the def2-TZVPD basis set
C 2.066 1.447 0.244
C 1.082 0.269 0.267
N -0.147 0.458 -0.764
C 0.564 -0.163 1.690
N 1.171 -1.478 2.117
H 2.931 1.174 0.893
H 2.349 1.437 -0.786
H 1.589 2.383 0.460
H 1.622 -0.507 -0.291
H -0.989 -0.001 -0.383
H -0.354 1.482 -0.753
H -0.452 -0.334 1.495
H 0.929 0.538 2.518
H 2.205 -1.468 1.840
H 0.928 -2.181 1.436
O -4.015 -0.470 -2.817
H -4.365 0.270 -3.225
H -3.716 -1.212 -3.342
```



Entry b
Molecular formula: C3H12N2O
Method: DFT, ωB97M-V with the def2-TZVPD basis set

Summary:
SMILES	CNCCN.O

The geometry in XYZ format:
```
18
C3H12N2O, DFT ωB97M-V with the def2-TZVPD basis set
C 1.395 0.745 1.761
N 0.403 0.246 0.821
C -0.455 -0.875 1.159
C -1.248 -1.410 0.027
N -0.424 -1.718 -1.133
H 0.978 1.128 2.711
H 1.996 -0.192 1.897
H 1.927 1.559 1.248
H -0.173 0.914 0.325
H -0.897 -0.741 2.152
H 0.291 -1.699 1.395
H -2.017 -0.566 -0.179
H -1.782 -2.279 0.431
H -0.881 -2.183 -1.903
H 0.065 -0.880 -1.429
O 0.046 2.952 -3.276
H -0.211 2.244 -2.666
H 0.987 2.756 -3.342
```



Stability order, top to bottom: entry b, entry a



Entry a
Molecular formula: C3H12N2O
Method: DFT, ωB97M-V with the def2-TZVPD basis set

Summary:
SMILES	CCNCN.O

The geometry in XYZ format:
```
18
C3H12N2O, DFT ωB97M-V with the def2-TZVPD basis set
C 0.604 -2.015 -0.618
C -0.549 -1.022 -0.604
N -0.970 -0.689 0.744
C -0.007 -0.098 1.641
N 0.603 1.152 1.256
H 0.394 -2.801 0.096
H 1.529 -1.532 -0.268
H 0.779 -2.410 -1.609
H -0.318 -0.129 -1.204
H -1.392 -1.509 -1.108
H -1.929 -0.398 0.795
H 0.790 -0.822 1.757
H -0.507 0.007 2.606
H -0.086 1.892 1.146
H 1.003 1.070 0.322
O 0.189 2.098 -1.881
H 0.118 2.985 -1.485
H 0.806 2.212 -2.612
```



Entry b
Molecular formula: C3H12N2O
Method: DFT, ωB97M-V with the def2-TZVPD basis set

Summary:
SMILES	CN(C)O.CN

The geometry in XYZ format:
```
18
C3H12N2O, DFT ωB97M-V with the def2-TZVPD basis set
C 0.370 -1.255 -0.397
N 0.942 0.295 -0.276
C 1.985 0.536 -1.238
O 1.450 0.490 1.032
H 1.292 -1.828 -0.263
H -0.259 -1.705 0.365
H 0.008 -1.316 -1.420
H 2.386 1.544 -1.107
H 1.553 0.459 -2.234
H 2.811 -0.199 -1.155
H 2.245 -0.069 1.158
C -2.265 0.309 1.330
N -1.896 0.289 -0.076
H -2.351 1.322 1.759
H -1.504 -0.227 1.898
H -3.210 -0.212 1.466
H -0.994 0.753 -0.208
H -2.563 0.812 -0.635
```



Stability order, top to bottom: entry a, entry b



Entry a
Molecular formula: C4H6N3
Method: DFT, ωB97M-V with the def2-TZVPD basis set

Summary:
total charge	+1

The geometry in XYZ format:
```
13
C4H6N3, DFT ωB97M-V with the def2-TZVPD basis set
C -2.566 -0.411 -0.099
C -1.062 1.627 -0.195
C -1.618 0.469 0.018
C 0.642 -0.877 0.169
N -3.488 -1.214 -0.065
N 0.403 -2.046 -0.050
N 1.361 0.181 0.194
H -0.140 1.897 0.247
H -1.576 2.482 -0.635
H -3.374 -2.205 -0.089
H 0.673 -2.976 0.270
H 1.154 1.094 0.760
H 1.600 0.564 -0.684
```



Entry b
Molecular formula: C4H6N3
Method: DFT, ωB97M-V with the def2-TZVPD basis set

Summary:
total charge	+1

The geometry in XYZ format:
```
13
C4H6N3, DFT ωB97M-V with the def2-TZVPD basis set
C -0.181 -2.247 -0.779
C 0.590 0.566 1.250
C -0.786 0.748 -0.555
C 0.465 0.045 -0.908
N -0.665 -3.177 -0.349
N -0.641 0.948 0.891
N 1.222 0.020 0.213
H 0.864 0.399 2.310
H -1.074 1.605 -1.162
H -1.649 -0.050 -0.653
H 0.879 -0.188 -1.818
H -1.303 1.428 1.392
H 2.279 -0.096 0.168
```



Entry c
Molecular formula: C4H6N3
Method: DFT, ωB97M-V with the def2-TZVPD basis set

Summary:
total charge	+1

The geometry in XYZ format:
```
13
C4H6N3, DFT ωB97M-V with the def2-TZVPD basis set
C -1.319 0.398 0.049
C 0.594 -0.968 -0.161
C -0.841 -1.055 -0.034
C 0.872 0.667 -0.187
N -0.369 1.246 -0.001
N 1.343 -0.343 0.774
N 1.071 -0.202 -1.248
H -2.326 0.716 0.293
H -1.065 -1.349 1.042
H -1.334 -1.567 -0.935
H 1.896 2.803 0.715
H 0.979 -0.303 1.792
H 0.500 -0.042 -2.098
```



Stability order, top to bottom: entry b, entry a, entry c